Entry 1:
Entry from the OMol25 dataset: a gas-phase ion, C3H5N2O2 (charge +1) (ωB97M-V/def2-TZVPD).

Geometry as XYZ:
```
12
Properties=species:S:1:pos:R:3
C -1.55054 0.73399 0.05891
C 0.29827 -0.18209 -0.34235
C -0.51127 -1.19718 0.38875
N -1.75698 -0.53728 0.63917
N 1.49600 0.69633 0.05880
O -1.83719 1.83185 -0.19128
O -1.61642 -1.54583 -0.39561
H 0.67639 -0.57940 -1.28073
H -0.24799 -1.97148 1.01359
H 1.32189 1.31816 0.86257
H 1.44844 1.37799 -0.81004
H 2.27940 0.05493 -0.00177
```

## Properties
- frontier orbital gap (eV) = 9.205
- HOMO level (eV) = -13.9
- energy (hartree) = -376.82214
- total charge = +1

=====

Entry 2:
Entry from the OMol25 dataset: 18 unconnected molecules or ions with the total composition H36O18 (ωB97M-V/def2-TZVPD).

Geometry as XYZ:
```
54
Properties=species:S:1:pos:R:3
O 0.00117 -0.82580 -3.13879
H -0.30011 -0.55183 -3.97930
H 0.80126 -1.31599 -3.36133
O 0.23620 -4.68457 2.47881
H -0.52497 -4.14645 2.83529
H 0.81316 -4.07565 1.98679
O -0.26450 1.70084 2.34253
H -0.52849 0.85273 2.74557
H 0.15600 1.58720 1.48250
O -3.84115 -3.76074 -0.60169
H -4.67546 -4.12581 -0.30389
H -3.92176 -3.59857 -1.52398
O -3.07399 4.26379 -0.33867
H -3.39172 3.43082 -0.68917
H -2.37029 4.16012 0.30319
O -2.43406 0.96561 -5.34338
H -1.69266 1.02314 -4.73831
H -2.19172 1.39259 -6.16725
O -4.88388 -0.56494 -2.94441
H -4.46791 -0.95626 -2.17947
H -4.26978 -0.61108 -3.68299
O 4.14137 -2.16530 2.93895
H 5.05917 -2.10264 3.21962
H 3.64452 -2.15366 3.76312
O 1.68256 1.42786 -5.96767
H 1.00761 1.94238 -6.41406
H 2.35892 2.03428 -5.66496
O 1.94175 -3.93135 0.04856
H 2.07339 -4.71864 0.59646
H 2.88306 -3.70068 0.05687
O -1.81543 -3.09277 2.55277
H -2.40025 -3.02724 1.78944
H -1.43836 -2.25365 2.81590
O -2.75447 -0.54051 1.08990
H -3.43036 -0.13566 0.54079
H -3.17701 -1.10864 1.73186
O 1.13082 -1.04571 -0.88621
H 0.89292 -1.54957 -1.66688
H 0.37280 -0.62048 -0.49609
O 3.31757 0.30243 0.49316
H 2.89339 1.12822 0.25885
H 3.24518 -0.40974 -0.14329
O 3.29908 2.38592 4.41402
H 4.22468 2.32660 4.59496
H 2.86092 2.36547 3.57722
O 2.10648 3.91827 0.16264
H 1.76607 4.15060 -0.70227
H 2.61271 4.62354 0.55721
O 0.88375 -0.24724 3.12653
H 1.61182 0.35452 3.30667
H 1.18136 -0.82340 2.40166
O -0.02689 5.79032 -0.05784
H 0.34870 5.11244 0.51473
H -0.36094 5.30256 -0.81264
```

## Properties
- frontier orbital gap (spin up / spin down) (eV) = 10.400 / 2.659
- 2S+1 = 2
- HOMO level (spin up / spin down) (eV) = -13.6 / -13.1
- energy (hartree) = -1375.41987
- total charge = +1

=====

Entry 3:
Entry from the OMol25 dataset: 11 unconnected molecules or ions with the total composition C44H70O20 (ωB97M-V/def2-TZVPD).

Geometry as XYZ:
```
134
Properties=species:S:1:pos:R:3
O 5.85419 -2.16084 -3.74390
C 5.35533 -3.29461 -3.78243
C 4.13926 -3.71414 -4.56749
C 3.83990 -5.01130 -3.81842
C 5.16410 -5.49198 -3.20853
O 5.85078 -4.26895 -3.08685
H 3.48924 -2.84310 -4.48471
H 4.62353 -3.95237 -5.51451
H 3.12695 -4.79072 -3.02398
H 3.38703 -5.75024 -4.47947
H 5.04391 -6.02147 -2.26339
H 5.76902 -6.05076 -3.92262
O -8.61506 -5.93758 -0.85163
C -7.62035 -5.29018 -0.58564
C -6.62685 -5.40012 0.57201
C -5.87630 -4.08141 0.46081
C -5.98940 -3.72505 -0.98210
O -7.26397 -4.27928 -1.35986
H -7.11335 -5.35762 1.54649
H -5.88106 -6.18385 0.43911
H -6.31799 -3.29667 1.07498
H -4.83098 -4.26431 0.70971
H -5.92872 -2.66090 -1.21012
H -5.18575 -4.19204 -1.55145
O 1.00379 -7.75646 0.63165
C 1.37665 -6.70451 1.08778
C 2.33276 -6.44034 2.17675
C 2.24414 -4.97550 2.43156
C 1.44067 -4.40738 1.22269
O 1.05559 -5.53977 0.48701
H 1.90936 -6.97322 3.02815
H 3.37939 -6.69432 2.00898
H 1.56703 -4.80752 3.26905
H 3.20647 -4.48432 2.57564
H 0.54269 -3.87895 1.54287
H 2.05618 -3.78375 0.57438
O 0.11690 4.74152 -3.45843
C 1.18311 4.15061 -3.61631
C 2.37110 4.20944 -2.73933
C 3.41921 3.95394 -3.79649
C 2.82698 2.88841 -4.71034
O 1.46037 3.34997 -4.66934
H 2.56967 5.15597 -2.23661
H 2.34567 3.52290 -1.89310
H 3.87200 4.81540 -4.28737
H 4.28687 3.52277 -3.29712
H 3.37471 2.96312 -5.64976
H 2.89762 1.87173 -4.32372
O 6.02637 6.83293 6.05668
C 5.34690 5.90285 5.58957
C 4.71994 5.91172 4.20063
C 3.75026 4.73106 4.26929
C 4.33775 3.89905 5.35415
O 5.03618 4.79005 6.20711
H 4.30374 6.90893 4.05764
H 5.49107 5.76328 3.44471
H 2.72282 5.04438 4.45452
H 3.63432 4.17648 3.33810
H 3.56859 3.29263 5.83243
H 5.13809 3.25159 4.99592
O -1.74797 -3.18916 -6.13646
C -1.58758 -2.11111 -6.70642
C -0.62462 -1.77711 -7.79252
C -0.66038 -0.25129 -7.80784
C -2.02779 0.06384 -7.17690
O -2.41307 -1.07979 -6.49174
H 0.39712 -2.01258 -7.49472
H -0.83819 -2.26530 -8.74340
H 0.13000 0.14959 -7.17327
H -0.59650 0.11683 -8.83180
H -1.91487 0.86733 -6.44905
H -2.74392 0.30841 -7.96142
O 1.60480 -0.49759 4.92274
C 0.75459 -0.84800 5.76515
C 0.89953 -0.89099 7.30660
C -0.54604 -0.90137 7.77241
C -1.31309 -1.53067 6.58209
O -0.51867 -1.26858 5.43719
H 1.49957 -1.77548 7.52043
H 1.41489 -0.01244 7.69474
H -0.58697 -1.53821 8.65607
H -0.78786 0.11443 8.08510
H -1.36177 -2.58415 6.85758
H -2.27216 -1.01303 6.60076
O 7.42664 2.48121 1.95216
C 6.73022 1.48430 1.69135
C 6.81631 0.02633 2.14050
C 6.00177 -0.71850 1.05810
C 5.11207 0.38306 0.52160
O 5.78198 1.64123 0.82894
H 7.83674 -0.33438 2.01128
H 6.39076 0.08277 3.14242
H 6.66411 -1.06482 0.26470
H 5.37793 -1.55080 1.38399
H 4.79241 0.16813 -0.49806
H 4.19941 0.44428 1.11442
O -6.98981 2.08402 -0.32799
C -7.15317 2.20727 -1.53679
C -7.03908 3.55911 -2.26388
C -6.67800 3.08619 -3.74092
C -7.53332 1.81682 -3.81217
O -7.57690 1.26996 -2.45924
H -7.87233 4.24858 -2.12814
H -6.20983 4.04978 -1.75430
H -7.02166 3.85296 -4.43522
H -5.60198 2.93841 -3.83277
H -8.53374 2.00170 -4.20340
H -7.11640 1.08056 -4.49933
C -1.60744 1.34084 -0.74108
C -1.78861 0.37073 -1.90676
C -0.44960 -0.21817 -2.16079
O 0.44375 0.33702 -1.23943
C -0.26340 0.85087 -0.16621
H -2.40676 1.28309 -0.00227
H -1.55743 2.39249 -1.02326
H -2.23376 0.94319 -2.72054
H -2.59064 -0.34797 -1.73843
H -0.10014 -0.02096 -3.17423
H -0.55134 -1.28432 -1.95812
H 0.31727 1.62812 0.33057
H -0.32750 0.02878 0.54665
C -4.41932 3.91053 4.30750
C -3.38460 2.88272 4.67393
C -2.05051 3.53500 4.42870
O -2.41804 4.40852 3.35294
C -3.73572 4.95085 3.44921
H -4.84487 4.39524 5.18617
H -5.26918 3.45088 3.80295
H -3.46971 2.10919 3.91070
H -3.50444 2.49472 5.68546
H -1.19770 2.93064 4.11957
H -1.83433 4.21795 5.25025
H -4.27355 4.90313 2.50234
H -3.75398 6.00996 3.70626
```

## Properties
- frontier orbital gap (eV) = 9.459
- HOMO level (eV) = -9.6
- energy (hartree) = -3223.26676

=====

Entry 4:
Entry from the OMol25 dataset: a molecular structure, C34H41N15ORhS2 (ωB97M-V/def2-TZVPD).

Geometry as XYZ:
```
94
Properties=species:S:1:pos:R:3
Rh -0.19885 -0.08894 1.27542
C 0.24711 -5.16365 2.43884
N 1.25496 -4.40372 1.73279
C 2.25138 -4.93418 0.94883
C 2.90665 -3.91633 0.37946
N 2.30641 -2.72577 0.80458
C 1.25937 -3.04961 1.63528
S 0.11819 -2.14823 2.47966
C 2.81320 -1.46236 0.43744
C 4.10630 -1.38407 -0.08248
C 4.62718 -0.16622 -0.45928
C 3.84095 0.96779 -0.31213
C 2.57469 0.80445 0.21039
N 2.06707 -0.36894 0.59102
H 0.63655 -6.15753 2.64654
H -0.66003 -5.24007 1.83722
H -0.00607 -4.66012 3.36749
H 2.40424 -5.99380 0.85157
H 3.68961 -3.94949 -0.35068
H 4.72346 -2.26613 -0.15025
H 5.62785 -0.10010 -0.86543
H 4.20396 1.95098 -0.57393
H 1.93981 1.66896 0.36363
N -1.97729 0.70791 -1.58031
C -1.22578 1.69512 -0.99454
N -1.09062 2.93142 -1.44165
N -0.31416 3.54718 -0.53922
N 0.00538 2.74961 0.41839
N -0.57875 1.55589 0.17281
C -1.78518 -0.61277 -1.25172
N -2.40975 -1.61954 -1.83172
N -1.94742 -2.72148 -1.21966
N -1.11064 -2.41761 -0.29628
N -0.96813 -1.06802 -0.27827
H -2.24874 0.87815 -2.54118
C 2.90091 0.16665 4.26861
C 2.39251 1.57571 4.58213
C 2.69067 2.55052 3.43344
C 0.92440 1.58373 4.98194
C 0.62372 1.92098 6.28349
C -0.68672 2.02349 6.73418
C -1.72842 1.81793 5.84116
C -1.51611 1.45794 4.52629
C -2.73570 1.39362 3.62440
C -2.75101 2.60702 2.68227
C -2.92282 0.09212 2.84834
C -0.15813 1.26481 4.05932
N 0.11766 0.86229 2.84040
H 3.96664 0.19021 4.02678
H 2.36542 -0.24598 3.42121
H 2.74439 -0.50077 5.11885
H 2.94431 1.93230 5.45731
H 2.04625 2.35064 2.58170
H 3.72984 2.45688 3.10983
H 2.52203 3.58155 3.74855
H 1.43915 2.12848 6.96695
H -0.89166 2.29258 7.76226
H -2.74974 1.95619 6.17633
H -3.60496 1.47737 4.28369
H -1.82231 2.66735 2.11714
H -2.85583 3.52978 3.25562
H -3.58243 2.53642 1.97928
H -2.19217 0.01049 2.03695
H -3.91285 0.06437 2.39366
H -2.80270 -0.78015 3.49344
C 4.67165 3.66304 -3.43376
C 4.39692 3.01617 -4.78763
C 4.19767 1.49852 -4.66717
N 3.12585 1.11041 -3.78336
C 1.79286 0.98864 -4.07510
S 0.78741 0.29853 -2.94139
N 1.44890 1.43975 -5.30296
C 0.17803 1.48039 -5.94801
O -0.87583 1.16160 -5.38121
C 0.25552 1.91411 -7.33309
C 1.40149 2.45610 -7.97449
C 1.36422 2.82383 -9.30557
C 0.19960 2.67581 -10.05972
C -0.94612 2.15620 -9.43991
C -0.92327 1.79003 -8.11366
H 4.81743 4.73831 -3.53892
H 5.56960 3.23761 -2.97504
H 3.82509 3.50069 -2.76519
H 5.23193 3.19928 -5.47027
H 3.50544 3.47365 -5.22345
H 5.11824 1.05665 -4.27445
H 4.03454 1.06841 -5.66204
H 3.34524 0.82056 -2.85136
H 2.21242 1.76943 -5.86570
H 2.33085 2.62275 -7.43657
H 2.25281 3.24305 -9.76644
H 0.18156 2.96310 -11.10455
H -1.86011 2.04429 -10.01314
H -1.80361 1.39010 -7.62854
```

## Properties
- frontier orbital gap (spin up / spin down) (eV) = 2.601 / 5.046
- 2S+1 = 5
- HOMO level (spin up / spin down) (eV) = -0.9 / -4.4
- energy (hartree) = -3123.68907
- total charge = -1

=====

Entry 5:
Entry from the OMol25 dataset: a molecular structure, C4H4N2O2 (ωB97M-V/def2-TZVPD).

Geometry as XYZ:
```
12
Properties=species:S:1:pos:R:3
C 0.91722 -0.54139 0.42583
C 0.55068 1.10922 0.06502
C -0.89731 0.60167 -0.28223
C -0.65276 -0.79694 -0.04454
H 2.16728 -0.19803 -1.23386
H 0.75387 -0.88091 1.46422
H 0.64401 1.72557 0.96403
H 1.11782 1.50127 -0.87054
N -2.30107 0.67026 -0.09441
N -1.61282 -1.61011 -0.12852
O 1.98695 -0.96849 -0.26272
O -2.67387 -0.61212 -0.00227
```

## Properties
- frontier orbital gap (eV) = 10.237
- HOMO level (eV) = -10.4
- energy (hartree) = -414.54911

=====

Entry 6:
Entry from the OMol25 dataset: a molecular structure, C49H56N7O5PmSe (ωB97M-V/def2-TZVPD).

Geometry as XYZ:
```
119
Properties=species:S:1:pos:R:3
Pm -1.98588 0.98164 1.45271
O -4.11598 0.04408 0.55010
C -5.32890 0.44462 0.26897
C -6.38553 -0.45640 -0.13012
C -7.61922 -0.05223 -0.44674
C -7.92031 1.29407 -0.41567
C -7.02203 2.18916 -0.00189
C -5.62506 1.81398 0.22477
C -4.69343 2.91458 0.25192
N -3.42052 2.79538 0.57912
N -2.74361 4.00329 0.44447
C -1.54803 3.76797 0.03374
O -0.93398 2.58671 -0.01631
C -0.74039 4.94506 -0.33873
C 0.63064 4.77991 -0.53993
C 1.41137 5.86196 -0.82327
C 0.80929 7.11188 -0.92956
C -0.62449 7.26644 -0.90747
C -1.40184 6.17770 -0.61359
H -6.16578 -1.52982 -0.19115
H -8.44263 -0.74826 -0.79551
H -8.87379 1.62787 -0.72995
H -7.31426 3.30332 0.05976
H -4.95007 3.95714 0.02349
H 1.00079 3.79785 -0.27814
H 2.51693 5.81789 -1.02579
H 1.33774 8.02845 -0.96706
H -1.00044 8.23890 -1.02107
H -2.51892 6.13106 -0.54259
C -0.89350 -6.63389 -1.06247
C 0.26589 -6.02305 -0.21088
C 0.46206 -6.70623 1.15934
C 1.51558 -6.29786 -1.03435
C -0.00308 -4.52148 -0.12862
C -0.61843 -3.94550 1.01585
C -0.81148 -2.59431 1.14762
Se -1.22291 -1.79210 2.87200
C 0.64782 -1.23762 3.14180
C 1.60637 -2.24973 3.00905
C 2.92008 -1.97091 2.88674
C 3.28391 -0.61272 3.06105
C 2.33300 0.40128 3.18081
C 0.95156 0.13613 3.10308
O 0.03100 1.04871 2.92796
C 2.78522 1.85319 2.90483
C 2.16518 2.91495 3.92181
C 2.36330 2.18119 1.46854
C 4.30314 2.10181 2.92627
C 3.89440 -3.05911 2.43739
C 3.71056 -3.22456 0.92518
C 5.36305 -2.61530 2.61541
C 3.64934 -4.38883 3.19176
C -0.42155 -1.64044 0.08412
O -0.59383 -0.36040 0.16019
C 0.23911 -2.21101 -1.03567
C 0.34732 -3.58795 -1.07344
C 0.79632 -1.24522 -2.08739
C 1.94566 -0.29003 -1.53379
C 1.34576 -2.03919 -3.27927
C -0.36653 -0.40528 -2.66399
H -0.65305 -7.64662 -1.25629
H -1.83531 -6.58484 -0.58134
H -0.95464 -6.16343 -2.01057
H 0.59385 -7.74481 0.89127
H 1.36050 -6.24229 1.55512
H -0.37392 -6.67672 1.79171
H 1.80485 -7.34230 -1.00814
H 1.37576 -6.04973 -2.06592
H 2.35239 -5.66922 -0.71318
H -0.79484 -4.51932 1.93196
H 1.25749 -3.29910 2.86769
H 4.31580 -0.39654 3.08467
H 1.10202 2.88148 3.98555
H 2.68024 2.71400 4.95122
H 2.50987 3.91181 3.57392
H 1.31665 2.13652 1.23436
H 2.70361 3.21221 1.21567
H 2.91137 1.46335 0.80538
H 4.78493 2.04969 3.92833
H 4.80433 1.49369 2.11263
H 4.52152 3.18555 2.64137
H 3.81152 -2.22221 0.49795
H 4.46218 -3.83895 0.43729
H 2.70305 -3.54025 0.71907
H 5.54479 -1.62590 2.19848
H 5.61509 -2.42558 3.64880
H 6.08068 -3.33640 2.17421
H 2.61176 -4.74494 3.13558
H 4.33482 -5.26023 2.87196
H 3.80654 -4.22705 4.28031
H 0.92821 -3.89807 -1.97169
H 2.46956 -0.96953 -0.80126
H 2.60888 0.05323 -2.33220
H 1.45091 0.49984 -0.98020
H 2.24365 -2.61869 -3.01905
H 0.66687 -2.77367 -3.69490
H 1.70093 -1.37425 -4.03883
H -0.83795 0.21774 -1.97757
H -0.00302 0.27361 -3.48413
H -1.03867 -1.07444 -3.15765
N -2.65258 2.65420 -5.04128
C -3.97698 2.67233 -4.70465
C -3.99046 3.08417 -3.38539
N -2.76395 3.23576 -2.94756
C -1.95837 2.95181 -3.94052
C -0.53141 2.92934 -3.86983
N 0.24812 3.07151 -4.93622
C 1.53317 2.91489 -4.46548
C 1.47995 2.81991 -3.13106
N 0.16915 2.78500 -2.76071
H -2.19719 2.23516 -5.83069
H -4.82385 2.36449 -5.35746
H -4.86257 3.19267 -2.70718
H 2.35571 2.98750 -5.11946
H 2.26859 2.90907 -2.38295
H -0.15252 2.62570 -1.76376
O -5.50708 1.55112 4.54195
C -4.47355 1.56063 3.88010
N -3.43338 1.54839 3.27510
```

## Properties
- frontier orbital gap (spin up / spin down) (eV) = 6.484 / 6.486
- 2S+1 = 5
- HOMO level (spin up / spin down) (eV) = -2.6 / -2.6
- energy (hartree) = -5670.33513
- total charge = -2

=====

Entry 7:
Entry from the OMol25 dataset: a gas-phase ion, C10H16F2NO2 (charge +1) (ωB97M-V/def2-TZVPD).

Geometry as XYZ:
```
31
Properties=species:S:1:pos:R:3
C 1.61629 1.84047 1.03108
C 1.17724 3.13401 -0.00265
C -1.53929 0.52293 0.91644
C 0.90168 0.65336 1.06639
C -0.87615 2.92881 1.07246
C -2.05288 1.92779 1.00379
C 1.33983 -1.67394 -0.18389
C -1.02445 -2.27487 -0.43712
C -0.07134 0.50791 -1.25196
C -0.08652 -1.35822 0.32808
N -0.26517 0.12125 0.27672
O 2.41188 2.06691 1.88786
O -0.16120 3.01603 -0.03258
F -2.87040 1.99971 2.05674
F -2.86645 2.22937 -0.08260
H 1.46327 3.89931 0.73581
H 1.51388 2.95347 -0.96534
H -1.42925 0.29437 1.98079
H -2.26334 -0.10329 0.46939
H 0.85986 0.22917 2.09721
H -0.84378 3.40397 2.06454
H 1.44336 -1.72529 -1.22625
H 2.14892 -1.17338 0.20177
H 1.52817 -2.76422 0.00765
H -0.94104 -3.17808 0.09967
H -0.72844 -2.44979 -1.54025
H -2.08891 -2.05166 -0.43613
H 0.90348 0.81862 -1.36548
H -0.26932 -0.41656 -1.74492
H -0.82478 1.38748 -1.46885
H -0.08583 -1.65452 1.39564
```

## Properties
- frontier orbital gap (spin up / spin down) (eV) = 6.128 / 9.578
- HOMO level (spin up / spin down) (eV) = -12.1 / -13.8
- energy (hartree) = -795.12353
- total charge = +1